DFT (wB97M-V/def2-TZVPD) results for a molecular structure, C43H35BiN8O8S2 at a distorted geometry.

The geometry in XYZ format:
```
97
Properties=species:S:1:pos:R:3:forces:R:3:nbo_charge:R:1
Bi -0.597 -0.410 0.280 0.8710 0.0013 -0.2754 2.014
O 1.968 -2.787 -3.781 0.4080 -0.1748 -0.1679 -0.683
C 1.294 -2.336 -2.710 -0.7693 0.0914 -0.5368 0.774
O 0.188 -1.863 -2.803 0.0703 -0.2548 0.2139 -0.578
C 2.067 -2.467 -1.450 0.7441 -0.2387 0.1361 0.033
C 3.452 -2.609 -1.458 -0.4071 -0.0442 -0.0414 -0.194
C 4.106 -2.677 -0.237 -0.0967 0.0398 0.1425 -0.176
C 3.362 -2.607 0.926 -0.0112 -0.0560 -0.0747 -0.183
C 1.975 -2.484 0.834 0.1789 -0.1236 0.2699 0.109
N 1.353 -2.418 -0.330 -0.2007 0.0886 -0.1115 -0.428
C 1.103 -2.469 2.103 0.2898 -0.2899 0.1327 0.751
O 1.632 -2.819 3.149 0.3040 -0.0035 0.0845 -0.660
O -0.107 -2.132 1.941 -0.2315 0.2660 -0.4901 -0.815
H 1.427 -2.684 -4.580 -0.1143 0.1139 0.2876 0.503
H 3.985 -2.661 -2.393 0.0741 0.0262 -0.0825 0.241
H 5.181 -2.785 -0.204 0.0543 0.0186 0.0158 0.223
H 3.810 -2.667 1.907 -0.0110 -0.0022 0.0530 0.251
C -4.880 0.037 -1.463 0.2218 0.1065 0.0114 -0.690
C -3.558 -0.449 -0.966 -0.1143 1.2053 -0.4817 0.244
N -2.562 0.348 -0.784 0.0285 -1.0545 0.2039 -0.335
N -2.630 1.636 -1.121 -0.8504 0.9289 -0.6413 -0.465
C -1.620 2.372 -0.695 -0.3289 -0.2398 -0.0674 0.584
O -0.673 1.991 0.042 0.2733 -0.2897 0.2222 -0.757
C -1.637 3.781 -1.149 0.1383 0.2877 -0.0951 -0.033
C -2.093 4.114 -2.420 -0.0088 -0.0142 0.1265 -0.189
C -2.038 5.428 -2.849 -0.0326 0.0959 -0.0205 -0.226
C -1.548 6.415 -2.008 -0.0503 0.0519 -0.0316 -0.203
C -1.102 6.087 -0.739 0.0030 0.0547 0.0719 -0.229
C -1.131 4.772 -0.314 -0.0832 -0.1800 -0.0397 -0.190
C -3.333 -1.857 -0.692 -0.1816 -1.0315 -0.1545 0.311
C -4.302 -2.842 -0.909 0.1972 0.3264 0.0490 -0.251
C -3.971 -4.167 -0.690 0.3196 0.0364 0.0525 -0.141
C -2.682 -4.491 -0.282 -0.2000 0.0900 -0.1190 -0.263
C -1.786 -3.457 -0.067 -0.0053 -0.6454 -0.0461 0.084
N -2.117 -2.196 -0.263 -0.1840 0.2185 0.0520 -0.562
H -4.770 1.082 -1.743 -0.1036 -0.0413 0.0053 0.265
H -5.223 -0.539 -2.320 -0.0558 -0.0690 -0.0345 0.218
H -5.609 -0.043 -0.657 -0.1149 -0.0402 0.0456 0.247
H -2.477 3.335 -3.060 -0.0428 -0.0748 -0.0477 0.228
H -2.376 5.686 -3.842 -0.0450 0.0174 -0.0969 0.210
H -1.513 7.441 -2.341 -0.0072 0.1142 -0.0539 0.208
H -0.726 6.856 -0.082 0.0328 0.0855 0.0691 0.212
H -0.778 4.491 0.667 0.0701 -0.0164 0.0751 0.229
H -5.297 -2.570 -1.225 -0.0229 0.0512 -0.0193 0.229
H -4.707 -4.942 -0.843 -0.0584 -0.0502 -0.0124 0.222
H -2.384 -5.516 -0.127 0.0412 -0.0647 0.0580 0.225
H -0.781 -3.616 0.291 0.0027 -0.1133 0.0156 0.240
N -1.159 -4.993 5.927 0.1527 -0.2301 0.2000 -0.791
C -1.653 -3.925 5.211 -0.3342 0.2685 -0.2021 0.194
C -1.839 -2.678 5.818 0.0648 -0.1204 -0.0559 -0.282
C -2.370 -1.624 5.103 -0.0060 0.0530 0.1457 -0.129
C -2.735 -1.811 3.784 -0.3444 0.5370 -0.4269 -0.400
C -2.604 -3.047 3.181 0.0097 -0.1367 0.0870 -0.135
C -2.064 -4.099 3.887 0.0006 0.0373 0.0636 -0.226
S -3.220 -0.445 2.760 -0.0997 0.3233 0.0730 2.353
O -4.009 -0.941 1.660 0.3089 -0.2534 0.1125 -0.984
O -3.803 0.621 3.517 0.2531 -0.2376 0.2518 -0.918
N -1.767 0.059 2.102 -1.7462 -0.4201 -0.1713 -1.023
C -0.810 0.516 2.913 0.9145 0.5140 0.9773 0.587
N -1.015 0.795 4.197 -0.1855 0.0498 0.0760 -0.489
C 0.027 1.227 4.881 0.3127 0.0278 0.0063 0.116
C 1.290 1.400 4.329 -0.0027 0.0310 -0.0655 -0.347
C 1.410 1.076 2.986 0.1587 0.1391 0.3203 0.119
N 0.380 0.640 2.300 -0.1396 -0.0889 -0.2082 -0.560
H -0.601 -4.763 6.735 0.0128 -0.0588 -0.0972 0.382
H -0.790 -5.753 5.377 0.0574 0.0778 0.0908 0.381
H -1.545 -2.545 6.849 0.0027 0.0433 0.1199 0.207
H -2.494 -0.647 5.537 -0.0170 0.0609 0.1512 0.249
H -2.928 -3.158 2.162 -0.0072 -0.1251 -0.1341 0.221
H -1.928 -5.063 3.417 -0.0448 -0.1123 -0.0859 0.195
H -0.166 1.432 5.929 0.1019 0.0582 0.0616 0.194
H 2.129 1.754 4.908 -0.0003 0.0002 0.0182 0.224
H 2.342 1.156 2.440 0.0927 0.0265 0.0265 0.204
O 1.901 0.705 -0.540 -0.1726 -0.0639 1.4906 -0.988
S 1.866 0.671 -2.006 1.1339 1.2492 -1.4080 1.273
C 1.655 2.387 -2.579 -0.2357 -0.4200 0.0363 -0.158
C 1.886 3.446 -1.725 0.0973 -0.1124 0.1160 -0.229
C 1.681 4.738 -2.182 0.1040 -0.0371 0.0245 -0.184
C 1.231 4.957 -3.472 0.0065 0.0246 -0.0920 -0.192
C 0.971 3.886 -4.311 0.1042 -0.0248 -0.0494 -0.208
C 1.184 2.592 -3.864 -0.0090 -0.0799 -0.0230 -0.242
C 3.637 0.545 -2.436 -0.3070 -0.2686 -0.0760 -0.147
C 4.546 0.597 -1.397 -0.1745 0.1223 0.1753 -0.248
C 5.883 0.335 -1.640 0.0197 0.0211 -0.0968 -0.195
C 6.297 0.006 -2.920 0.1311 -0.0531 0.0294 -0.209
C 5.381 -0.038 -3.959 -0.0432 0.0060 -0.1258 -0.210
C 4.043 0.233 -3.722 -0.0234 0.0378 0.0761 -0.239
H 2.205 3.248 -0.714 0.0185 -0.0139 0.1797 0.241
H 1.865 5.576 -1.528 -0.0012 0.0507 0.0942 0.221
H 1.070 5.964 -3.824 -0.0424 0.0701 0.0063 0.219
H 0.596 4.059 -5.307 -0.0378 -0.0035 -0.1197 0.217
H 0.979 1.748 -4.505 -0.0963 -0.1136 -0.1104 0.214
H 4.185 0.819 -0.405 -0.0196 -0.0239 0.1146 0.248
H 6.597 0.372 -0.831 0.0608 0.0086 0.0915 0.218
H 7.335 -0.231 -3.106 0.0647 0.0195 -0.0395 0.218
H 5.709 -0.299 -4.954 0.0195 -0.0066 -0.1110 0.218
H 3.322 0.193 -4.523 -0.1043 -0.0565 -0.1702 0.216
```
Forces are in eV/Å.

The calculation puts the maximum force at 2.2 eV/A. Its electronic energy is -3710.6422 hartree. The value obtained for the highest occupied orbital energy is -7.7 eV.

---

DFT (wB97M-V/def2-TZVPD) results for a molecular structure, C43H35Br2N5OPPtS at a distorted geometry.

The geometry in XYZ format:
```
89
Properties=species:S:1:pos:R:3:forces:R:3:lowdin_spin:R:1
Pt 0.153 0.239 -0.524 -1.1760 -0.6428 1.5401 0.056
Br -7.081 -0.425 0.612 -0.9434 -0.1845 -0.2597 0.099
C -5.352 0.160 0.381 -1.0753 0.0812 1.3290 0.178
C -4.910 1.037 1.396 2.6440 -0.0406 -0.9139 0.131
C -3.532 1.244 1.428 -1.3415 0.8963 0.1373 0.067
C -2.633 0.714 0.461 0.5379 -0.2076 0.8306 0.197
O -1.345 0.897 0.666 -1.2654 -0.1647 -0.2120 0.272
C -3.186 -0.151 -0.575 -1.2408 -0.5361 -0.1537 0.165
C -2.432 -0.821 -1.528 -1.3147 -1.3631 -0.6579 0.240
N -1.201 -0.457 -1.841 1.2548 0.1877 -1.4751 0.227
C -0.621 -0.903 -3.008 0.5771 0.4245 -0.5103 -0.003
C -1.315 -1.408 -4.100 -0.2130 0.4903 0.5165 0.114
C -0.597 -1.867 -5.213 0.4525 -0.3566 -0.1346 -0.006
C 0.757 -1.627 -5.324 -0.1394 -0.1437 -0.1870 0.097
C 1.503 -0.930 -4.304 -0.1311 0.6722 -0.5493 -0.001
C 2.811 -0.353 -4.397 -0.2515 -0.5198 -0.0382 0.029
C 3.391 0.258 -3.288 0.5150 0.0031 -1.2374 -0.012
C 2.644 0.421 -2.127 -0.6027 -1.2944 -0.2509 0.028
N 1.392 -0.067 -2.023 1.4600 0.5029 -0.8805 -0.016
C 0.802 -0.636 -3.140 -0.8837 -0.3925 1.5691 0.015
C -4.588 -0.418 -0.583 1.2717 0.2313 0.0966 0.076
H -5.578 1.515 2.072 -0.3359 0.0903 0.3935 0.005
H -3.159 1.932 2.178 0.3323 -0.2187 0.0158 -0.001
H -2.957 -1.675 -2.058 0.9198 1.2042 0.4015 0.011
H -2.400 -1.283 -4.123 0.3083 -0.5875 0.0287 0.007
H -1.123 -2.472 -5.973 0.3963 0.7097 0.2499 -0.002
H 1.216 -1.988 -6.230 0.4673 0.1349 0.0108 0.005
H 3.296 -0.399 -5.377 0.1900 -0.1159 0.5323 0.001
H 4.448 0.613 -3.315 -1.1400 -0.1750 -0.0566 -0.001
H 3.129 0.875 -1.286 -0.3048 0.1001 0.5273 0.002
H -5.095 -1.095 -1.270 0.5785 0.1294 -0.0493 -0.001
C 5.125 -2.506 1.074 -0.7203 0.4053 -0.2793 0.000
C 3.864 -2.919 0.690 -0.4961 -0.8476 -0.5596 0.000
C 2.744 -2.124 0.900 -0.8946 0.6085 0.4178 0.001
C 2.895 -0.820 1.446 1.7322 -0.6826 0.5834 0.000
C 4.180 -0.468 2.024 -2.0126 0.0597 -0.9796 0.000
C 5.248 -1.317 1.783 0.9627 0.4119 0.5003 0.000
P 1.505 0.303 1.378 -0.9387 2.3049 0.7648 0.006
C 1.961 2.127 1.280 0.6447 -0.7868 0.5022 0.004
C 1.041 3.144 1.657 0.5628 -0.4474 0.2138 0.002
C 1.474 4.467 1.719 0.1865 -1.6697 -0.8875 0.000
C 2.734 4.795 1.241 -0.2107 0.3322 -0.2464 0.002
C 3.595 3.827 0.789 0.4155 -0.4614 -0.7298 0.000
C 3.244 2.455 0.849 -0.0662 1.6694 0.1745 0.003
C 0.647 0.265 3.055 -0.0113 0.2982 -0.7968 0.000
C -0.371 -0.672 3.223 -0.7560 -0.6163 0.0175 0.000
C -1.065 -0.861 4.428 1.2057 0.6665 -0.3139 0.000
C -0.683 -0.109 5.551 1.4248 -0.0726 -1.4034 0.000
C 0.375 0.795 5.413 0.4454 0.8964 -1.8149 0.000
C 0.982 1.097 4.121 -0.6027 -1.3049 2.1658 0.000
H 5.969 -3.096 0.766 0.3237 -0.0436 0.2929 0.000
H 3.742 -3.877 0.151 0.0636 0.5567 0.5362 0.000
H 1.710 -2.549 0.751 1.1997 0.7077 -0.3946 0.002
H 4.235 0.490 2.584 0.3653 -0.8358 -0.5005 0.000
H 6.243 -1.041 2.133 -0.2939 0.0253 0.0369 0.000
H 0.021 2.888 1.947 0.3246 -0.0278 -0.0056 0.000
H 0.790 5.198 2.024 -0.7701 1.0509 0.4725 0.000
H 3.018 5.828 1.103 0.0383 0.1292 0.3450 0.000
H 4.505 4.212 0.300 -0.2069 -0.7402 0.4884 0.000
H 3.983 1.717 0.583 -0.0201 -0.1716 -0.0590 0.000
H -0.641 -1.278 2.348 0.0773 0.0949 0.3191 0.000
H -1.781 -1.658 4.522 -0.3219 -0.0194 -0.0187 0.000
H -1.065 -0.352 6.505 -0.5006 0.0334 0.8653 0.000
H 0.804 1.355 6.241 -0.4481 -0.2043 0.0692 0.000
H 1.760 1.862 4.133 -0.2161 -0.2970 -0.3889 0.000
C -2.091 -7.169 0.551 -0.0616 -0.9358 0.2453 0.008
N -2.655 -6.021 1.201 0.5201 1.3324 0.5805 0.105
C -3.441 -5.967 2.319 0.2120 -3.1372 -1.6491 0.108
C -3.558 -4.684 2.671 0.2630 3.0230 -0.5401 0.145
N -2.859 -3.934 1.755 0.6661 -0.5415 0.1066 0.069
C -2.204 -4.750 0.857 -1.4326 -0.5949 1.1633 0.009
S -1.136 -4.336 -0.314 0.1591 0.2758 -0.2102 0.535
H -1.948 -6.886 -0.478 0.1079 -0.3590 -0.3439 0.002
H -2.778 -8.004 0.662 0.0468 -0.0338 -0.1984 0.001
H -1.137 -7.426 1.024 -0.1216 0.0384 -0.1714 0.006
H -3.912 -6.912 2.655 0.3993 1.0294 0.1618 0.003
H -4.098 -4.187 3.440 -0.3643 -0.0224 0.5079 0.006
H -2.645 -2.941 1.732 -0.4308 -0.0980 0.3756 0.000
Br -1.482 6.584 -0.354 0.2188 -0.2778 -0.9147 0.028
C -0.891 5.930 -2.049 -0.0120 -0.0112 0.7015 0.036
C 0.164 6.513 -2.751 0.4869 0.4387 -0.8270 0.002
C 0.487 5.964 -3.997 -0.1713 -0.7719 0.7653 0.057
C -0.130 4.745 -4.370 0.1836 -1.0789 -2.7529 0.083
N -1.075 4.138 -3.672 2.0132 4.7661 1.9609 0.679
C -1.538 4.819 -2.580 -1.2232 -2.5265 -0.5247 0.071
H 0.732 7.424 -2.428 -0.9275 -0.9227 -0.0735 0.005
H 1.247 6.410 -4.650 -0.3551 -0.4234 0.2431 0.006
H 0.127 4.269 -5.345 -0.0394 0.4194 0.7154 0.021
H -2.405 4.314 -2.180 -0.1693 0.4751 0.6790 0.012
```
Forces are in eV/Å.

Its expectation value of S² is 6.078. The calculation puts the maximum force at 5.5 eV/A. As for the spin multiplicity: 5. Its electronic energy is -8014.4116 hartree. The value obtained for the highest occupied orbital energy (alpha / beta) is -12.2 / -14.5 eV. The total charge is +3.

---

DFT (wB97M-V/def2-TZVPD) results for a molecular structure, C43H35BrInN5P3S2Se2 at a distorted geometry.

The geometry in XYZ format:
```
92
Properties=species:S:1:pos:R:3:forces:R:3:mulliken_charge:R:1
In -0.224 -0.164 1.389 0.0462 0.5767 -0.6465 1.030
S -1.338 2.195 -1.124 -0.0301 0.1530 0.1219 -0.420
P -0.782 0.434 -1.830 0.6846 -0.4962 -0.0684 2.291
C -0.252 -0.834 -0.741 -1.4131 0.0958 0.6702 -0.226
P -1.075 -2.367 -0.553 0.6474 -0.0030 -0.4857 1.161
S -2.582 -2.567 0.719 -0.1762 0.1157 0.1483 -0.658
C 0.249 -3.545 -0.052 -0.0882 -0.0406 0.0611 0.429
C 1.563 -3.343 -0.456 0.0241 -0.1113 0.0480 -0.075
C 2.554 -4.252 -0.110 -0.0118 0.0281 -0.0182 -0.804
C 2.238 -5.367 0.654 0.0368 -0.0038 -0.0244 -0.535
C 0.929 -5.571 1.067 -0.0254 0.0426 0.0027 -0.612
C -0.062 -4.664 0.714 0.0735 -0.0511 -0.0553 -0.969
C -1.517 -3.144 -2.163 0.0930 0.0912 -0.0235 0.505
C -0.547 -3.228 -3.162 -0.0383 0.0184 -0.0231 -0.159
C -0.810 -3.907 -4.342 0.0651 0.0598 -0.0120 -0.799
C -2.047 -4.506 -4.540 -0.0476 0.0180 0.0168 -0.487
C -3.017 -4.422 -3.552 -0.0051 0.0459 -0.0013 -0.689
C -2.752 -3.747 -2.365 0.0267 0.0180 -0.0519 -0.516
C -2.093 -0.066 -3.017 -0.0248 -0.0781 0.0613 0.020
C -3.390 -0.199 -2.519 0.0289 -0.0847 -0.1370 -0.033
C -4.452 -0.460 -3.368 0.0192 -0.0568 0.0352 -0.761
C -4.231 -0.589 -4.734 -0.0129 -0.0377 -0.0354 -0.540
C -2.946 -0.469 -5.237 0.0251 -0.0125 -0.0137 -0.647
C -1.878 -0.211 -4.382 -0.0364 -0.0658 0.0557 -0.371
C 0.655 0.756 -2.934 -0.1371 0.2120 -0.0997 0.137
C 1.794 -0.033 -2.891 0.0479 -0.0313 -0.1451 -0.369
C 2.892 0.263 -3.693 -0.0505 -0.0157 -0.0087 -0.726
C 2.855 1.356 -4.545 0.0332 0.0165 -0.0392 -0.569
C 1.720 2.160 -4.590 -0.0603 -0.0516 0.0645 -0.797
C 0.629 1.863 -3.786 0.1234 -0.0600 0.0017 -0.640
H 1.813 -2.447 -1.006 0.0127 0.0343 0.0269 0.235
H 3.579 -4.074 -0.416 -0.0391 -0.0045 0.0068 0.417
H 3.015 -6.070 0.933 -0.0344 0.0323 0.0070 0.353
H 0.684 -6.429 1.683 -0.0163 0.0193 -0.0373 0.390
H -1.082 -4.804 1.045 -0.0126 0.0037 0.0322 0.360
H 0.418 -2.758 -3.013 -0.0119 -0.0133 -0.0121 0.292
H -0.048 -3.965 -5.111 -0.0157 0.0091 0.0241 0.419
H -2.255 -5.030 -5.465 0.0014 -0.0047 0.0204 0.380
H -3.988 -4.881 -3.705 0.0295 0.0090 0.0192 0.398
H -3.496 -3.687 -1.581 -0.0128 0.0120 0.0113 0.368
H -3.557 -0.115 -1.456 -0.0327 0.0123 0.1528 0.022
H -5.453 -0.579 -2.968 0.0527 0.0215 0.0062 0.418
H -5.059 -0.800 -5.402 0.0359 0.0277 0.0245 0.358
H -2.770 -0.578 -6.301 0.0190 -0.0054 0.0349 0.388
H -0.875 -0.122 -4.780 -0.0325 -0.0187 -0.0342 0.339
H 1.823 -0.863 -2.197 -0.0308 0.0237 0.0000 0.223
H 3.780 -0.355 -3.643 -0.0097 0.0038 0.0203 0.435
H 3.712 1.590 -5.168 -0.0419 -0.0072 0.0481 0.367
H 1.692 3.025 -5.242 -0.0050 -0.0133 0.0009 0.417
H -0.246 2.500 -3.793 -0.0011 0.0171 0.0079 0.391
N -4.615 1.107 1.854 0.0229 0.0428 -0.1157 0.178
C -3.453 1.084 1.191 -0.0896 0.1282 0.0172 -0.499
N -2.567 0.449 1.919 0.0188 -0.2837 0.4885 0.515
C -3.261 0.099 3.046 0.1076 0.0657 -0.1770 0.069
N -4.512 0.494 3.047 0.0604 -0.1605 -0.0123 -0.894
C -2.627 -0.576 4.181 0.0096 -0.0652 0.0097 0.120
C -3.342 -1.074 5.266 -0.0420 -0.0233 0.0869 -0.347
N -2.723 -1.559 6.336 0.0044 -0.0020 -0.0079 -0.638
C -1.391 -1.569 6.304 -0.1452 0.0064 -0.0564 -0.409
C -0.682 -1.152 5.188 0.0384 -0.0566 0.0971 -0.353
N -1.308 -0.656 4.130 0.1143 0.1286 -0.0852 0.328
H -5.487 1.507 1.572 -0.1247 0.1003 -0.0811 0.205
H -3.246 1.559 0.241 -0.0265 -0.0766 -0.0803 0.317
H -4.425 -1.082 5.262 0.0267 0.0696 0.0066 0.439
H -0.882 -1.934 7.188 0.0184 -0.0151 -0.0371 0.386
H 0.398 -1.227 5.125 -0.0841 0.0381 0.0087 0.396
Se 2.647 1.326 0.068 -0.1059 0.0396 0.0877 -0.435
P 1.992 2.628 1.600 0.2046 0.1393 0.0624 0.766
Se -0.053 2.339 2.357 0.0873 -0.4700 -0.0329 -0.187
C 3.037 2.463 3.105 -0.0568 -0.0347 -0.0539 0.754
C 3.874 1.360 3.211 0.0898 -0.0013 0.0712 -0.264
C 4.562 1.111 4.394 -0.0182 0.0485 -0.0025 -0.797
C 4.426 1.970 5.474 0.0262 -0.0112 -0.0244 -0.390
C 3.588 3.075 5.374 -0.0088 -0.0001 -0.0262 -0.782
C 2.888 3.313 4.202 0.0588 -0.0149 0.0020 -0.235
C 2.041 4.386 1.064 -0.0119 -0.0613 -0.0137 0.727
C 1.539 5.410 1.867 -0.0540 0.0090 -0.0080 -0.290
C 1.555 6.723 1.425 -0.0027 0.0182 0.0218 -0.826
C 2.047 7.029 0.163 0.0290 -0.0343 -0.0582 -0.398
C 2.510 6.012 -0.658 -0.0248 -0.0130 0.0786 -0.649
C 2.508 4.696 -0.209 0.0694 0.0612 0.0450 -0.535
H 3.971 0.685 2.370 -0.0369 0.0153 0.0091 0.268
H 5.194 0.234 4.471 -0.0094 0.0381 -0.0172 0.395
H 4.965 1.780 6.395 -0.0339 -0.0065 -0.0275 0.372
H 3.464 3.741 6.219 0.0052 0.0080 -0.0220 0.386
H 2.210 4.153 4.153 0.0240 -0.0191 0.0377 0.075
H 1.093 5.183 2.827 -0.0110 0.0003 -0.0274 0.262
H 1.165 7.510 2.059 0.0042 -0.0291 0.0044 0.380
H 2.055 8.056 -0.183 -0.0191 -0.0320 0.0040 0.368
H 2.863 6.235 -1.657 0.0148 -0.0064 0.0243 0.397
H 2.859 3.899 -0.851 -0.0052 -0.0435 0.0084 0.226
Br 1.352 -1.719 2.641 0.2039 0.0532 0.0370 -0.543
```
Forces are in eV/Å.

The calculation puts the maximum force at 1.6 eV/A. Its electronic energy is -11321.1007 hartree. The value obtained for the highest occupied orbital energy is -4.6 eV. The total charge is -1. The energy relative to the best compared isomer or geometry (same formula, charge and spin) comes out at 54.7 kJ/mol.